106
Properties=species:S:1:pos:R:3:forces:R:3:lowdin_spin:R:1 method="wB97M-V/def2-TZVPD" lumo_ev="-9.552 / -9.994" s2=0.78 multiplicity=2 homo_lumo_gap_ev="6.08 / 5.57" e_above_lowest_kcal_mol=146.67 charge=+3
Ti -0.149 -0.993 -0.963 -1.2 -1.4 -0.9 0.929
N -10.660 0.161 -3.214 0.1 0.0 0.0 0.000
C -9.581 -0.023 -2.866 -0.3 0.0 -0.1 0.000
C -8.236 -0.236 -2.422 0.2 0.0 0.0 0.000
C -7.965 -1.213 -1.465 0.0 0.0 0.0 0.000
C -6.671 -1.385 -1.009 0.2 -0.1 0.1 0.000
C -5.660 -0.583 -1.517 -0.3 0.0 -0.1 0.000
C -5.915 0.381 -2.478 0.1 0.0 0.0 0.000
C -7.209 0.555 -2.935 0.0 0.0 0.0 0.000
N -4.343 -0.683 -0.942 0.2 0.2 0.0 -0.001
C -4.076 -0.384 0.375 0.3 -0.1 0.2 0.000
C -2.742 -0.538 0.548 -0.4 -0.1 0.0 0.001
N -2.175 -0.928 -0.662 -0.6 0.4 0.1 -0.004
C -3.186 -0.971 -1.537 -0.1 -0.4 -0.1 0.001
H -8.770 -1.818 -1.073 0.0 0.0 0.0 0.000
H -6.440 -2.134 -0.261 -0.1 0.0 0.0 0.000
H -5.115 1.008 -2.839 0.1 0.1 -0.1 0.000
H -7.429 1.319 -3.668 0.0 0.0 0.0 0.000
H -4.850 -0.099 1.066 0.0 0.0 -0.1 0.000
H -2.166 -0.439 1.447 0.1 0.1 0.0 0.000
H -3.118 -1.275 -2.568 0.0 0.1 -0.1 0.000
C 5.679 -1.304 0.489 -0.3 0.2 0.1 -0.003
Ge 4.326 -0.115 1.283 -0.2 0.4 0.1 -0.008
C 3.931 -0.474 3.182 0.1 -0.1 -0.3 -0.001
C 4.772 1.776 1.024 0.0 -0.4 0.1 -0.002
Ge 2.172 -0.889 0.043 2.6 0.1 0.8 0.018
C 2.258 -0.876 -1.984 -1.4 -0.2 0.1 -0.003
C 1.291 -1.492 -2.788 0.0 0.4 0.1 0.003
C 1.377 -1.519 -4.178 -0.1 -0.2 -0.1 0.002
C 2.486 -0.952 -4.781 0.0 0.0 0.0 -0.002
C 3.493 -0.391 -4.000 0.0 -0.1 0.1 -0.002
C 3.370 -0.331 -2.620 0.1 0.1 0.3 -0.001
C 2.525 -2.841 0.239 -0.4 -0.1 0.2 0.019
C 2.781 -3.701 -0.830 0.0 0.2 0.0 0.007
C 3.196 -5.007 -0.604 0.1 -0.1 0.0 0.001
C 3.342 -5.483 0.689 0.0 0.0 0.0 0.004
C 3.095 -4.637 1.765 0.0 0.1 0.1 0.002
C 2.697 -3.332 1.538 0.0 0.1 0.0 0.004
H 6.332 -1.636 1.297 0.0 0.0 0.0 0.000
H 6.282 -0.739 -0.222 0.0 0.0 0.0 0.000
H 5.254 -2.178 0.000 0.0 0.0 0.0 0.000
H 4.319 0.357 3.772 0.0 0.0 0.0 0.000
H 4.437 -1.386 3.495 0.0 0.0 0.0 0.000
H 2.864 -0.568 3.375 0.0 0.0 0.0 0.000
H 5.689 1.934 1.596 0.0 0.0 0.0 0.000
H 4.000 2.429 1.420 0.1 -0.1 0.0 0.000
H 4.964 2.026 -0.018 0.0 0.0 0.0 0.000
H 0.479 -2.109 -2.337 0.2 -0.6 -0.7 0.003
H 0.616 -2.005 -4.773 0.0 0.0 0.0 0.000
H 2.578 -0.970 -5.858 0.0 0.0 0.0 0.000
H 4.381 0.004 -4.476 0.0 0.0 0.0 0.000
H 4.151 0.117 -2.018 0.0 0.1 -0.1 0.000
H 2.705 -3.357 -1.852 0.0 -0.1 0.0 0.000
H 3.419 -5.651 -1.445 0.0 0.0 0.0 0.000
H 3.672 -6.499 0.865 0.0 0.0 0.0 0.000
H 3.232 -4.991 2.780 0.1 0.0 0.0 0.000
H 2.527 -2.660 2.373 0.0 -0.1 0.1 0.001
S 0.119 -1.301 2.170 0.1 0.2 0.0 0.010
C -0.290 -1.703 3.790 0.0 -0.2 0.0 0.003
N -0.024 -2.952 4.264 -0.1 0.2 0.1 0.000
C -0.309 -3.310 5.534 0.0 -0.1 0.2 0.000
C -0.867 -2.393 6.376 -0.1 0.2 0.0 0.000
C -1.103 -1.117 5.849 0.1 -0.2 0.0 0.000
N -0.828 -0.794 4.594 0.0 0.1 0.0 0.001
H 0.406 -3.614 3.628 0.0 0.0 0.0 0.000
H -0.075 -4.322 5.836 0.0 0.0 -0.1 0.000
H -1.109 -2.639 7.398 0.0 0.0 0.0 0.000
H -1.520 -0.325 6.462 0.0 0.0 0.0 0.000
C -2.080 2.075 2.954 0.3 0.2 -0.1 -0.001
Ge -0.358 2.634 2.190 -0.2 -0.5 0.0 -0.009
C 1.214 2.023 3.218 -0.3 0.2 -0.1 -0.002
C -0.367 4.556 1.764 0.0 -0.3 0.0 -0.003
Ge -0.017 1.333 0.001 1.2 2.8 0.2 0.001
C -1.267 1.842 -1.495 0.0 -0.8 -0.4 0.032
C -2.131 2.909 -1.278 0.1 -0.1 0.5 0.006
C -2.838 3.479 -2.328 0.0 0.0 -0.1 0.003
C -2.709 2.971 -3.613 -0.1 0.0 0.0 -0.002
C -1.883 1.879 -3.845 -0.1 0.0 0.0 0.003
C -1.176 1.326 -2.790 0.1 -0.2 0.0 0.004
C 1.513 2.310 -0.836 0.1 -0.1 0.1 -0.007
C 2.221 3.246 -0.081 -0.3 -0.1 0.0 -0.002
C 3.118 4.127 -0.666 0.0 0.1 0.0 0.000
C 3.336 4.084 -2.034 0.0 0.0 0.0 0.002
C 2.667 3.141 -2.802 -0.1 -0.1 -0.1 0.000
C 1.769 2.267 -2.210 0.0 0.2 0.0 0.002
H -2.246 2.667 3.856 0.0 0.0 0.0 0.000
H -2.059 1.023 3.227 0.0 0.0 0.0 0.000
H -2.899 2.276 2.264 0.0 0.0 0.0 0.000
H 0.902 1.705 4.212 0.0 0.0 0.0 0.000
H 1.933 2.835 3.329 0.0 0.0 0.0 0.000
H 1.686 1.180 2.716 0.0 0.0 0.0 0.000
H -0.715 5.076 2.658 0.0 0.0 0.0 -0.001
H -1.046 4.793 0.948 0.0 0.0 0.0 0.000
H 0.623 4.924 1.506 0.0 0.0 0.0 0.000
H -2.232 3.316 -0.278 -0.1 0.0 0.0 0.000
H -3.483 4.328 -2.143 0.0 0.0 0.0 0.001
H -3.253 3.420 -4.434 0.0 0.0 0.0 0.000
H -1.778 1.486 -4.849 0.0 0.0 0.0 0.000
H -0.500 0.494 -3.026 -0.1 0.1 0.0 0.002
H 2.047 3.302 0.986 0.1 0.1 0.0 0.000
H 3.633 4.859 -0.057 0.0 0.0 0.0 0.000
H 4.010 4.788 -2.505 0.0 0.0 0.0 0.000
H 2.816 3.103 -3.874 0.0 0.0 0.0 0.000
H 1.235 1.582 -2.854 0.1 0.0 0.0 0.000
I -0.733 -3.682 0.323 -0.1 -0.2 -0.2 -0.008
I -1.592 -5.482 -1.510 0.1 0.3 0.1 -0.004

97
Properties=species:S:1:pos:R:3:forces:R:3:mulliken_charge:R:1 method="wB97M-V/def2-TZVPD" lumo_ev=-6.275 homo_lumo_gap_ev=4.08 e_above_lowest_kcal_mol=17.92 charge=+1
Ga 1.609 -2.187 -1.886 0.2 -0.2 0.6 0.351
C -2.271 2.278 2.142 -1.7 3.2 -4.2 -0.583
C -2.922 2.321 0.875 2.6 3.3 3.9 1.360
C -2.879 0.126 1.583 -0.2 0.6 -0.8 0.314
C -2.184 0.922 2.548 -1.4 -3.1 -0.3 1.706
C -3.335 0.998 0.563 -0.7 -4.1 1.7 0.281
C -1.888 3.415 2.998 0.1 0.4 0.1 -1.621
H -2.166 4.346 2.475 0.3 -0.3 0.6 0.352
H -0.808 3.396 3.230 -0.4 0.2 -0.1 0.344
H -2.429 3.345 3.965 0.2 0.2 -0.4 0.383
C -1.626 0.475 3.830 0.3 -0.3 -0.5 -0.270
H -0.698 1.032 4.046 -0.4 -0.1 0.1 0.433
H -1.422 -0.604 3.809 -0.1 0.4 0.1 -0.549
H -2.339 0.677 4.651 0.1 0.1 -0.3 0.461
C -3.300 -1.282 1.700 -0.1 -1.2 0.2 -0.899
H -4.402 -1.421 1.774 0.6 0.3 -0.2 0.484
H -2.891 -1.700 2.625 -0.2 0.1 -0.3 -0.408
H -2.912 -1.919 0.883 -0.3 0.3 0.4 0.356
C -4.323 0.599 -0.457 0.5 0.0 -0.5 -1.578
H -5.358 0.664 -0.072 0.4 0.1 0.1 0.333
H -4.165 -0.442 -0.761 -0.1 0.2 0.2 0.409
H -4.252 1.245 -1.337 -0.1 0.0 0.1 0.470
C -3.238 3.496 0.048 0.1 0.5 -0.1 -1.853
H -4.314 3.588 -0.156 0.2 -0.2 0.0 0.492
H -2.713 3.452 -0.917 -0.1 0.0 0.1 0.244
H -2.924 4.412 0.551 0.0 0.0 -0.1 0.351
C 1.896 3.144 0.250 -0.1 -1.4 0.8 -0.453
C 1.475 4.387 0.470 -0.7 0.2 1.1 -0.576
C 0.497 5.125 -0.406 0.7 0.5 -0.2 0.069
C 0.808 4.926 -1.900 -0.6 0.7 -0.3 -1.012
C -0.042 3.877 -2.573 0.3 -0.9 -0.8 -0.402
C 0.051 2.537 -2.488 -0.3 0.0 0.2 0.190
C 0.814 1.657 -1.518 0.3 -0.3 -0.7 1.110
C 2.104 2.265 -0.967 -0.1 0.0 0.4 -0.505
H 0.479 6.209 -0.176 -0.1 -0.6 0.0 0.384
H 1.887 4.760 -2.073 -0.5 -0.1 0.2 0.312
H -0.501 4.680 -0.161 0.6 0.6 -0.2 -0.334
H 2.637 2.796 -1.774 -0.3 -0.3 0.5 0.120
H 1.927 2.484 1.137 1.1 0.8 0.1 0.279
H 1.621 4.803 1.500 -0.5 -0.6 -0.8 0.354
H 2.743 1.409 -0.636 -0.3 0.8 -0.3 0.407
H 0.186 1.200 -0.726 0.1 0.6 -0.2 0.336
H -0.398 1.922 -3.282 -0.5 0.6 0.7 -0.339
H 1.098 0.792 -2.146 0.0 0.2 0.4 -0.951
H 0.575 5.864 -2.434 0.2 -0.3 0.3 0.469
H -0.725 4.276 -3.341 0.4 -0.3 0.2 0.395
P 2.816 1.613 -4.011 0.9 0.3 -1.8 0.802
C 4.653 1.747 -4.276 0.0 0.0 0.4 -1.297
C 2.454 3.035 -5.177 -0.2 0.1 0.3 -1.509
P 0.874 -0.588 -4.977 -0.2 1.0 -1.9 0.282
C 2.518 0.239 -5.225 0.2 0.0 0.3 -1.302
C -0.260 0.732 -5.729 -0.2 0.1 0.2 -1.016
C 0.971 -1.503 -6.593 -0.2 -0.6 0.3 -1.226
H 5.097 0.747 -4.196 0.1 0.3 0.1 0.395
H 5.062 2.399 -3.490 0.1 -0.2 -0.2 0.367
H 4.889 2.179 -5.260 0.0 -0.2 0.3 0.378
H 3.110 3.023 -6.057 -0.1 -0.2 0.2 0.515
H 2.647 3.973 -4.640 -0.1 -0.1 -0.1 0.394
H 1.418 3.036 -5.525 0.1 0.1 0.2 0.269
H 1.563 -0.957 -7.345 -0.3 -0.2 0.3 0.353
H -0.049 -1.651 -6.971 0.3 -0.1 0.0 0.400
H 1.423 -2.484 -6.405 0.0 0.1 -0.3 0.347
H 3.304 -0.525 -5.046 -0.4 0.3 -0.2 0.521
H 2.610 0.640 -6.256 0.0 -0.4 0.5 0.486
H -1.068 0.194 -6.258 0.4 0.2 0.2 0.447
H 0.230 1.423 -6.447 -0.1 -0.6 0.4 0.271
H -0.751 1.339 -4.956 0.2 -0.1 -0.3 0.200
O 2.715 -1.625 0.220 -1.0 -0.5 1.6 -0.757
C 1.767 -2.195 0.833 0.2 -0.1 0.1 0.101
N 1.457 -2.350 2.204 2.4 1.1 -0.7 0.015
C 0.362 -3.292 2.382 -0.3 0.0 0.6 1.978
C -0.217 -3.268 0.937 -1.1 0.5 -1.9 0.167
O -1.349 -3.578 0.529 2.2 0.3 1.4 -0.720
N 0.794 -2.767 0.099 -1.6 -0.6 0.4 -0.141
C 0.820 -4.731 2.686 -0.6 -0.7 0.4 -0.504
C 0.116 -5.837 2.184 0.4 -0.5 -0.3 -0.117
C 0.566 -7.148 2.457 -0.2 0.3 0.3 -0.858
C 1.665 -7.362 3.301 -0.1 0.2 -0.5 -0.324
C 2.284 -6.248 3.885 -0.4 -0.1 0.2 -0.912
C 1.804 -4.952 3.651 0.4 -0.5 -0.4 -0.180
C -0.495 -2.879 3.602 0.0 -0.5 -0.2 0.306
C -1.817 -3.318 3.773 -0.1 0.2 0.3 -0.245
C -2.494 -3.058 4.979 0.1 -0.2 -0.3 -0.403
C -1.849 -2.435 6.042 0.3 0.2 0.0 -0.667
C -0.524 -2.031 5.877 0.3 0.0 -0.3 -0.739
C 0.154 -2.249 4.673 -0.4 0.1 0.0 -0.433
H 2.201 -2.159 2.911 -1.0 -0.5 -1.1 0.331
H -0.780 -5.697 1.563 0.6 0.0 0.2 0.377
H 0.020 -8.005 2.037 0.3 0.5 0.2 0.386
H 2.029 -8.390 3.485 -0.2 0.8 -0.1 0.375
H 3.115 -6.406 4.568 -0.2 0.1 -0.1 0.406
H 2.203 -4.118 4.224 0.2 -0.1 -0.2 0.282
H -2.346 -3.829 2.959 0.4 0.2 0.3 0.466
H -3.536 -3.354 5.086 0.2 0.0 -0.1 0.441
H -2.353 -2.255 6.996 0.1 -0.1 -0.4 0.404
H 0.015 -1.525 6.672 -0.2 -0.1 0.1 0.426
H 1.184 -1.899 4.558 -0.5 -0.1 0.3 0.249

118
Properties=species:S:1:pos:R:3:forces:R:3:mulliken_charge:R:1 method="wB97M-V/def2-TZVPD" lumo_ev=-0.497 homo_lumo_gap_ev=6.45
Cu 13.994 10.835 14.038 -0.6 0.4 -0.5 0.525
P 11.443 14.133 14.421 0.7 2.0 -0.7 2.002
F 12.188 15.208 13.426 -0.3 -0.9 0.0 -0.403
F 12.601 13.038 14.229 1.0 -0.3 -0.7 -0.261
F 12.343 14.720 15.702 -0.9 0.2 -1.1 -0.403
F 10.716 13.187 15.378 -1.5 -2.0 1.9 -0.845
F 10.252 15.256 14.644 0.9 -0.7 -0.3 -0.404
F 10.611 13.351 13.210 0.7 1.6 -0.1 -0.297
N 10.317 13.809 17.920 -0.7 0.3 1.4 0.323
C 10.413 12.757 18.758 0.3 -0.8 2.6 -0.217
C 10.246 13.164 20.159 0.0 0.4 -4.6 -0.845
C 9.968 14.558 20.002 -0.4 -0.2 -0.1 -0.423
C 9.962 14.915 18.645 0.6 -0.1 0.8 -0.379
H 10.509 13.780 16.929 -0.3 0.0 0.6 0.366
H 10.574 11.779 18.329 0.2 -0.1 0.2 0.392
H 10.225 12.526 21.030 0.1 0.2 -0.2 0.380
H 9.722 15.182 20.848 0.0 0.3 -0.2 0.393
H 9.788 15.838 18.113 0.0 0.1 0.4 0.131
N 9.226 17.921 13.518 -1.3 1.4 0.3 0.858
C 8.709 17.190 12.488 1.5 -1.7 1.1 -0.392
C 7.947 17.959 11.680 0.0 -0.4 0.0 -0.383
C 7.982 19.233 12.268 -1.1 1.9 0.7 -1.042
C 8.645 19.192 13.475 1.2 -1.4 -0.9 -0.542
H 9.881 17.665 14.243 -0.3 -0.5 -0.2 -0.248
H 8.893 16.126 12.529 0.0 0.1 -0.3 0.231
H 7.345 17.541 10.887 0.1 0.4 -0.2 0.531
H 7.492 20.126 11.910 -0.2 -0.1 0.0 0.440
H 8.781 19.835 14.332 0.1 0.3 -0.5 0.476
N 7.696 13.994 9.720 -0.1 -0.7 0.4 0.116
C 8.520 14.129 10.821 -2.0 -1.1 1.3 0.231
C 7.956 13.286 11.858 1.0 1.1 -2.2 -0.496
C 6.875 12.588 11.279 -0.3 1.0 -1.8 -0.764
C 6.709 13.064 9.935 0.9 -0.4 2.1 -0.753
H 7.792 14.472 8.835 0.3 0.0 0.2 0.209
H 9.260 14.916 10.837 0.0 -0.4 0.1 -0.184
H 8.311 13.168 12.871 0.1 0.2 -0.2 0.630
H 6.230 11.899 11.803 0.0 0.0 -0.2 0.476
H 6.007 12.813 9.154 0.0 0.0 0.2 0.454
N 12.652 18.260 14.334 0.7 0.2 -1.2 0.335
C 12.093 19.360 13.686 -0.3 -3.3 -0.8 -0.610
C 12.032 20.321 14.586 0.3 3.1 1.4 -0.426
C 12.799 19.937 15.726 -0.1 0.5 0.8 -0.735
C 13.182 18.661 15.531 -0.7 -1.9 -0.3 -0.360
H 12.767 17.349 13.915 0.0 0.1 0.1 0.025
H 11.754 19.213 12.671 -0.3 0.3 0.2 0.348
H 11.514 21.264 14.490 0.2 0.1 -0.2 0.443
H 13.059 20.478 16.624 -0.3 0.3 -0.2 0.445
H 13.555 17.865 16.158 0.4 0.4 0.2 0.413
N 9.351 19.250 17.953 -1.1 -0.5 0.3 0.028
C 9.583 18.422 16.934 0.9 -1.0 -1.8 -0.369
C 8.503 17.549 16.735 2.5 0.8 -0.9 0.204
C 7.562 17.871 17.691 0.0 0.7 1.5 -1.028
C 8.124 18.905 18.440 -0.8 0.4 1.3 -0.604
H 9.995 19.939 18.313 -0.3 -0.2 0.0 0.221
H 10.550 18.517 16.462 -0.1 -0.3 -0.4 0.111
H 8.565 16.773 15.987 -0.5 0.0 0.1 0.681
H 6.670 17.301 17.902 -0.1 0.4 0.1 0.403
H 7.881 19.367 19.385 -0.7 -0.1 -0.2 0.386
C 12.049 16.354 10.212 -0.2 -1.1 -0.5 1.822
C 13.219 16.220 9.162 -0.7 1.3 0.8 -0.599
C 12.657 16.272 7.746 0.4 -0.4 -0.4 -0.795
S 10.839 16.497 7.775 0.8 -0.5 1.0 1.219
O 10.092 15.293 7.480 0.5 -0.3 0.5 -0.634
O 10.520 17.646 7.010 -0.3 1.3 -0.9 -0.738
C 10.787 16.927 9.529 0.8 0.0 -0.2 -0.601
H 12.360 17.002 11.032 -0.1 -0.1 0.0 0.016
H 11.828 15.370 10.627 -0.1 0.1 0.2 -1.324
H 13.959 15.444 9.358 -0.5 -0.3 0.0 0.033
H 13.767 17.155 9.286 0.3 0.0 0.0 0.445
H 12.914 15.408 7.134 -0.2 0.0 0.0 0.501
H 13.112 17.160 7.308 -0.6 -0.1 -0.5 0.331
H 9.822 16.621 9.933 0.2 0.2 0.1 0.002
H 10.898 18.011 9.524 -0.5 0.1 0.0 0.430
C 8.887 9.398 13.335 -0.5 0.2 1.1 -0.767
C 9.877 8.390 12.833 1.0 -0.6 -1.5 0.092
C 10.580 7.744 14.000 -1.0 0.0 1.2 -1.022
S 10.876 9.100 15.216 -2.1 0.6 -2.2 0.794
O 12.242 9.559 15.015 0.5 0.2 0.6 -0.429
O 10.308 8.731 16.496 1.0 0.4 -0.5 -0.634
C 9.664 10.319 14.318 0.9 -0.6 -0.9 -0.061
H 8.069 8.918 13.873 0.0 -0.3 0.0 0.376
H 8.417 9.839 12.456 0.2 0.8 0.3 0.201
H 10.585 8.797 12.111 0.3 0.8 0.4 -0.435
H 9.402 7.687 12.148 -0.4 -0.6 0.6 0.608
H 11.443 7.088 13.883 0.0 0.4 -0.2 0.496
H 9.774 7.196 14.488 0.3 -0.4 0.4 0.381
H 10.224 10.964 13.641 0.7 0.1 0.5 -0.417
H 9.178 10.983 15.032 -0.3 -0.6 0.1 0.728
C 10.562 11.618 9.686 0.9 -0.3 0.9 0.006
C 10.968 10.185 9.113 -1.8 1.2 0.0 -0.791
C 12.228 9.652 9.680 2.0 0.5 -0.3 -0.977
S 13.080 10.933 10.748 -1.4 0.1 -1.2 1.071
O 14.485 11.120 10.380 -1.7 0.0 0.4 -0.694
O 12.734 10.527 12.114 0.6 0.5 0.2 -0.216
C 11.876 12.363 10.138 0.2 -1.3 -1.0 -0.194
H 9.860 11.564 10.518 0.2 -0.3 0.2 -0.194
H 10.018 12.212 8.952 0.3 0.0 -0.2 0.529
H 11.014 10.222 8.025 0.2 0.3 0.0 0.351
H 10.204 9.432 9.311 -0.4 0.4 0.1 0.327
H 12.919 9.550 8.843 0.4 -0.4 0.3 0.474
H 12.084 8.694 10.178 0.4 0.3 0.4 0.455
H 12.314 12.754 9.220 0.6 -0.3 -0.1 0.489
H 11.824 13.241 10.781 -0.3 -0.7 0.7 -0.520
C 16.486 15.883 13.289 1.6 1.1 1.2 -1.009
C 15.968 15.762 11.899 -0.6 -0.6 -1.1 0.285
C 16.252 14.291 11.432 -0.4 -0.6 0.4 -0.376
S 16.572 13.318 12.973 -0.7 1.3 1.7 0.741
O 18.021 13.062 13.092 -2.5 0.0 -0.2 -0.631
O 15.530 12.296 13.210 1.0 -0.4 -0.5 -0.242
C 15.990 14.739 14.104 1.1 -1.4 -0.8 -0.222
H 16.302 16.778 13.884 -0.4 0.5 -0.7 0.396
H 17.573 15.861 13.215 0.3 -0.2 0.3 0.378
H 16.406 16.437 11.164 0.2 0.1 0.3 0.473
H 14.900 15.975 11.923 -0.2 -0.3 -0.3 -0.498
H 17.099 14.110 10.771 0.2 0.4 0.3 0.421
H 15.407 13.802 10.946 -0.2 0.1 0.2 0.030
H 16.455 14.617 15.082 0.1 0.0 -0.1 0.496
H 14.905 14.758 14.204 -0.1 -0.5 -0.2 -0.170

9
Properties=species:S:1:pos:R:3:forces:R:3:mulliken_charge:R:1 method="wB97M-V/def2-TZVPD" lumo_ev=0.657 homo_lumo_gap_ev=9.01 e_above_lowest_kcal_mol=92.77
C -0.619 -0.199 0.518 4.1 1.1 0.3 -0.020
C 1.304 0.530 -0.081 -3.9 -2.8 0.0 -0.762
N -1.416 -0.922 -0.403 -0.5 -0.9 2.0 -0.434
S -2.061 0.635 0.095 -1.0 0.8 -1.0 -0.094
H -0.496 -0.445 1.643 -0.2 -0.3 -2.2 0.239
H 1.297 1.506 -0.559 -0.2 -0.1 0.5 0.283
H 1.491 -0.315 -0.784 0.3 0.8 0.6 0.248
H 1.647 0.354 0.917 0.8 0.4 0.1 0.278
H -1.147 -1.146 -1.345 0.5 0.9 -0.3 0.261